No. 1
39
Properties=species:S:1:pos:R:3:lowdin_charge:R:1 method="wB97M-V/def2-TZVPD" charge=0 de_lowest_kcal_mol=30.9 e_homo_ev=-8.087 orbital_gap_ev=7.98 max_force_ev_per_a=2.52 lumo_energy_ev=-0.1081
N 0.6832 2.9293 2.8778 0.17
N 1.7629 1.5822 -2.3904 0.16
N -0.4531 1.7500 4.6579 0.18
N -0.6902 1.2770 2.2913 0.04
C -1.7125 0.4747 6.2768 -0.05
C -1.6055 0.2589 2.5037 -0.23
C 0.6303 2.8146 1.5086 -0.28
C 2.0980 -1.1650 -4.7557 -0.07
C -1.3648 0.8199 4.8754 -0.32
C 1.8005 0.1111 -4.2115 0.00
C -1.9943 0.0545 3.7930 0.03
C 2.6620 -1.9906 -2.5623 -0.03
C -0.2284 1.8042 1.1346 -0.02
C 2.5244 -0.6794 -2.0251 -0.17
C 2.0601 1.8871 -1.1339 -0.28
C -0.1121 1.9849 3.3364 -0.33
C 1.3635 3.6805 0.5472 0.00
C 2.8029 -0.4053 -0.6799 0.00
C 1.9151 3.2703 -0.6440 -0.02
C 2.4818 -2.2176 -3.9229 -0.09
C 2.5599 0.8930 -0.2579 -0.01
C -2.0908 -0.6084 1.4082 -0.02
C 2.0435 0.3571 -2.8640 -0.26
H 1.4303 4.7172 0.8000 0.10
H -1.6397 -0.5814 6.5048 0.07
H 3.0473 -2.7903 -1.9366 0.11
H 1.3954 0.9208 -4.8156 0.11
H -0.4342 1.4223 0.1309 0.14
H 2.6448 -3.1747 -4.3658 0.09
H -2.6551 -0.7393 4.1095 0.11
H -2.7464 0.7986 6.5049 0.09
H -1.0173 0.9752 6.9797 0.09
H 2.6931 1.1599 0.7713 0.11
H -2.6265 0.0138 0.6913 0.09
H 1.9130 -1.3230 -5.8085 0.10
H -1.2473 -1.0804 0.8776 0.10
H 3.1893 -1.1448 0.0034 0.12
H -2.7084 -1.4433 1.7394 0.09
H 2.2631 4.0243 -1.3116 0.09

=====

No. 2
43
Properties=species:S:1:pos:R:3:lowdin_charge:R:1 method="wB97M-V/def2-TZVPD" smiles="C[C@@]1(c2nnc(Cc3ccccc3)o2)CC(c2ccccc2[N+](=O)[O-])=NO1" charge=0 de_lowest_kcal_mol=116.1 e_homo_ev=-9.273 orbital_gap_ev=8.85 max_force_ev_per_a=1.57 lumo_energy_ev=-0.4187
O -1.4282 -1.1841 -0.8663 0.16
O 3.0303 0.6916 -3.0568 0.11
O 1.1392 0.6084 -2.0368 0.08
O 0.7887 -2.9300 -1.0037 -0.02
N 1.6996 -1.9435 -1.0344 0.14
N -2.5125 -2.8191 0.0990 0.12
N 2.3495 0.6214 -2.0624 -0.36
N -3.4183 -1.9743 -0.4364 0.11
C -1.3471 -2.3326 -0.1677 -0.28
C -3.2856 0.1916 -1.6777 -0.05
C -2.7589 -1.0184 -1.0054 -0.32
C -4.0073 1.9390 -0.0115 -0.04
C -2.4414 3.5021 0.9166 -0.09
C -3.7289 3.0010 0.8321 -0.08
C 4.0178 1.6150 -0.6211 0.01
C 2.6463 -0.1818 0.2667 -0.09
C 0.7393 -1.8078 1.0750 0.00
C -0.1099 -4.2368 0.8371 0.00
C -1.7090 1.8818 -0.6967 -0.04
C -1.4327 2.9389 0.1525 -0.08
C 4.6096 1.7851 0.6177 -0.06
C 4.2052 0.9977 1.6845 -0.06
C 3.2413 0.0213 1.5110 -0.01
C -3.0014 1.3787 -0.7851 -0.22
C 3.0313 0.6552 -0.7871 -0.10
C 1.7201 -1.2801 0.0530 -0.23
C -0.0025 -2.8548 0.2176 -0.39
H -0.5548 -4.9192 0.1194 0.09
H 2.9602 -0.6072 2.3417 0.12
H 5.3739 2.5341 0.7516 0.11
H 0.8785 -4.6000 1.1083 0.09
H -0.4255 3.3254 0.2159 0.10
H 1.2514 -2.2721 1.9205 0.13
H -0.9197 1.4419 -1.2887 0.09
H -0.7473 -4.1926 1.7148 0.09
H -5.0106 1.5430 -0.0699 0.11
H -4.5190 3.4351 1.4269 0.10
H 0.0801 -1.0237 1.4476 0.14
H -2.2242 4.3291 1.5766 0.10
H 4.2982 2.2284 -1.4642 0.12
H -4.3548 0.0610 -1.8363 0.13
H -2.7740 0.3145 -2.6344 0.14
H 4.6528 1.1368 2.6567 0.11

=====

No. 3
51
Properties=species:S:1:pos:R:3:lowdin_spin:R:1 method="wB97M-V/def2-TZVPD" charge=-2 de_lowest_kcal_mol=0.0 e_homo_ev="-0.624 / -0.621" s2=0.779 spin_multiplicity=2 orbital_gap_ev="3.82 / 3.81" max_force_ev_per_a=1.08 lumo_energy_ev="3.1942 / 3.1928"
Sb -2.0024 -1.4219 -4.3667 -0.01
V -1.6094 -0.3655 -0.7880 0.84
S 1.0208 -3.2344 -3.9521 0.00
S -4.1800 -2.1478 -4.8463 0.00
S -2.4947 0.5178 -2.6863 -0.03
S -1.0430 -3.5104 -3.5461 0.00
O 0.0227 -1.1197 -1.5616 0.02
O -2.8933 -0.0273 0.7160 0.01
O -2.7709 -2.0884 -1.2009 0.01
O 1.8706 -2.3867 -1.3850 0.01
O -3.3323 -0.3188 2.8989 0.01
N 7.3432 5.1596 0.7467 0.00
N -0.7458 -1.2334 0.6901 0.03
N 1.0311 2.7837 0.1415 0.00
N -0.6311 1.4024 -0.3006 0.00
N -4.5344 -3.3545 -1.7296 0.00
C 1.0925 -2.5103 1.6079 0.00
C -3.6119 -2.9192 -0.8665 0.00
C 0.5534 -2.4252 2.8562 0.02
C 3.8541 5.0169 0.9400 0.00
C 0.4465 -1.9127 0.5007 0.03
C -1.1640 2.5772 0.1785 0.00
C -0.1567 3.4367 0.4592 0.00
C 0.6633 1.5458 -0.3121 0.01
C 2.5666 4.5333 0.8181 0.00
C 4.7091 2.9766 -0.0425 0.00
C 6.2704 4.7509 0.6384 0.00
C 4.9292 4.2398 0.5093 0.00
C 3.4225 2.4934 -0.1676 0.00
C -1.2970 -1.1707 1.9484 0.00
C 2.3393 3.2698 0.2628 0.00
C -3.6482 -3.4376 0.5485 0.00
C 0.8145 -1.8414 -0.8597 0.02
C -0.6908 -1.7265 3.0273 0.01
C -2.6225 -0.4448 1.9087 0.01
H 1.7426 5.1405 1.1598 0.00
H -0.1768 4.4402 0.8372 0.00
H -4.2018 -2.7323 1.1703 0.00
H 4.0252 5.9940 1.3697 0.00
H 5.5401 2.3720 -0.3767 0.00
H -5.0977 -4.1507 -1.4938 0.00
H 1.0425 -2.8807 3.7075 0.00
H -2.6270 -3.4887 0.9213 0.00
H -1.1702 -1.6500 3.9940 0.00
H -4.5037 -3.0168 -2.7115 0.00
H -4.1212 -4.4178 0.6157 0.00
H 3.2708 1.5170 -0.6023 0.00
H -2.2297 2.6880 0.2742 0.00
H 1.6187 -2.6633 -2.4411 0.00
H 2.0210 -3.0394 1.4305 0.00
H 1.3460 0.7813 -0.6405 0.00

=====

No. 4
52
Properties=species:S:1:pos:R:3:lowdin_charge:R:1 method="wB97M-V/def2-TZVPD" charge=+1 e_homo_ev=-11.757 orbital_gap_ev=7.43 max_force_ev_per_a=1.80 lumo_energy_ev=-4.3277
F -2.1016 -0.3510 4.5437 0.00
O 4.3347 -8.1230 -0.2198 0.13
O -1.2043 4.7900 0.1465 0.04
O 0.0442 -6.6058 -1.3400 0.12
O 1.7532 0.8186 0.3984 0.18
O -3.3993 -0.8108 4.2351 0.14
O 0.9551 -4.1195 -0.9576 0.06
O 0.3465 -0.4121 -1.0919 0.21
O 1.2809 8.1026 -2.0313 0.15
O -2.2821 3.9248 -2.1514 0.11
O -4.5702 -0.9864 2.3139 0.21
O 0.1511 7.2974 -4.3146 0.14
O 5.2170 -5.6464 0.2403 0.13
N -0.8649 2.1231 1.1998 0.16
N -0.1433 -2.0653 1.4297 0.05
C 2.1471 -7.4686 -0.7913 0.09
C 3.9632 -5.8150 -0.1516 -0.23
C -1.8203 2.6071 1.9748 -0.02
C -0.8547 5.3863 -0.8716 -0.30
C -0.1711 6.6897 -3.3181 -0.30
C -0.7320 0.8249 0.9168 0.00
C -2.6165 0.4133 2.2434 -0.04
C -1.4880 -1.5507 1.1202 -0.16
C 1.3144 -6.4369 -0.9690 -0.23
C -1.4294 4.9556 -2.1874 -0.23
C -3.6371 -0.5138 2.8956 -0.38
C -2.7323 1.7660 2.5241 0.06
C 0.4214 7.1009 -1.9991 -0.22
C -1.6106 -0.0838 1.4285 -0.08
C 3.5265 -7.2339 -0.3837 -0.31
C 0.0889 6.4791 -0.8547 0.07
C 1.7605 -5.0206 -0.7618 -0.31
C 3.1253 -4.7832 -0.3340 0.07
C -1.1067 5.5695 -3.3291 0.09
B 0.5071 0.3729 -0.0050 -0.59
H 1.1013 -1.0195 -1.1136 0.13
H 1.8795 0.5521 1.3205 0.12
H -3.5175 2.1227 3.1781 0.15
H -2.2034 -2.1041 1.7411 0.12
H -1.5160 5.2692 -4.2834 0.14
H -2.3513 3.6688 -1.2162 0.10
H 1.3460 8.3754 -2.9681 0.13
H -0.2122 2.8025 0.8151 0.17
H -0.3391 -5.7126 -1.4020 0.12
H 0.1921 -2.5590 0.6062 0.05
H 3.4290 -3.7584 -0.1723 0.13
H -1.7717 -1.8048 0.0954 0.15
H -1.8613 3.6695 2.1737 0.14
H 5.6052 -6.5420 0.2934 0.13
H 1.8375 -8.4934 -0.9396 0.14
H 0.5063 6.7664 0.1001 0.14
H -0.1672 -2.7384 2.1835 0.09